69
Properties=species:S:1:pos:R:3:forces:R:3:lowdin_charge:R:1 method="wB97M-V/def2-TZVPD" s_squared=0.75 e_homo_ha="-0.3034 / -0.3068" spin_multiplicity=2 gap_ev="7.3 / 7.3"
Ti -0.16432 0.33173 0.00697 -0.608 0.520 0.927 0.876
C -0.21840 4.72959 -0.49323 -0.028 0.072 0.054 -0.043
C 0.06033 3.44420 -0.93726 0.083 0.004 -0.078 -0.161
N -0.19579 2.55129 0.01825 -0.120 -0.315 -0.106 -0.055
N -0.64212 3.24475 1.08420 0.052 -0.124 0.231 -0.026
C -0.65895 4.55198 0.80354 0.016 0.037 -0.051 -0.072
B -1.14085 2.55538 2.38077 -0.017 -0.088 -0.161 -0.506
N -0.07793 1.60691 2.94975 -0.087 -0.039 -0.062 -0.020
C 0.44397 1.55683 4.18280 0.065 -0.020 0.053 -0.064
C 1.21275 0.41534 4.28695 -0.035 0.084 -0.008 -0.040
C 1.10042 -0.18928 3.03536 0.156 -0.112 0.069 -0.148
N 0.31504 0.52958 2.24325 0.142 0.035 -0.561 -0.039
N -2.35131 1.68261 1.98304 0.227 0.156 0.238 -0.019
C -3.65024 1.88831 2.22115 -0.116 -0.034 -0.039 -0.064
C -4.37274 0.93820 1.52482 0.044 0.024 0.031 -0.045
C -3.40037 0.18662 0.86971 0.022 -0.008 0.062 -0.199
N -2.17722 0.63298 1.16201 -0.222 0.047 -0.253 -0.062
H -0.10085 5.65202 -1.03031 0.005 0.043 -0.026 0.101
H 0.47190 3.14495 -1.88704 -0.025 -0.031 0.044 0.113
H -0.98776 5.26334 1.54013 -0.021 0.016 0.051 0.124
H -1.44478 3.38629 3.18744 -0.037 0.010 -0.007 0.123
H 0.23665 2.33074 4.90033 -0.045 0.053 0.003 0.123
H 1.77722 0.07766 5.13581 0.025 -0.019 0.037 0.095
H 1.56953 -1.09380 2.67897 -0.065 0.062 -0.045 0.073
H -3.96741 2.69145 2.86269 -0.002 0.036 0.036 0.123
H -5.43834 0.80509 1.49324 -0.041 0.008 0.015 0.095
H -3.53953 -0.63322 0.18878 0.031 -0.036 -0.052 0.066
C -3.68227 2.24573 -2.61174 0.059 0.008 -0.083 -0.011
C -2.30837 2.09400 -3.19071 -0.224 0.147 0.229 -0.252
N -1.97902 2.76139 -4.26213 0.239 -0.020 -0.071 0.134
C -0.71712 2.64510 -4.75974 -0.207 -0.007 0.152 -0.084
C 0.21965 1.79585 -4.24677 0.165 -0.045 -0.024 -0.164
C 1.57062 1.68674 -4.91400 -0.021 0.092 0.021 -0.210
O 1.50000 1.14906 -6.22768 0.007 -0.077 -0.004 -0.045
C -0.12742 1.02408 -3.09820 0.143 0.038 -0.248 -0.107
C 0.56181 -0.18439 -2.78790 -0.259 0.518 0.097 -0.052
N 0.21392 -0.95248 -1.79491 0.376 -0.205 -0.191 -0.035
C 0.43000 -2.34540 -1.94219 0.060 -0.424 0.008 -0.366
C 1.15969 -2.93456 -2.97699 0.032 0.156 -0.012 -0.023
C 1.29712 -4.30707 -3.07931 0.010 -0.067 -0.005 -0.067
C 0.68552 -5.15481 -2.16987 -0.063 0.113 0.076 -0.075
C -0.06243 -4.60319 -1.13945 0.138 -0.084 -0.178 -0.149
C -0.17172 -3.23049 -1.04761 -0.263 0.279 0.363 -0.635
I -1.19471 -2.42266 0.59154 0.139 -0.136 -0.165 1.214
C -1.37752 1.26138 -2.48039 0.158 -0.025 -0.247 -0.314
O -1.70467 0.76478 -1.34731 0.514 -0.301 0.080 -0.147
H -4.26998 2.90694 -3.24285 -0.004 0.002 -0.003 0.080
H -3.62323 2.65034 -1.60014 -0.001 0.011 0.030 0.082
H -4.17463 1.27544 -2.53205 -0.017 -0.024 0.019 0.086
H -0.49346 3.25628 -5.62376 0.032 0.026 -0.039 0.120
H 2.27490 1.11891 -4.29661 -0.010 0.015 0.009 0.111
H 1.99812 2.68432 -5.02790 -0.013 -0.028 -0.004 0.130
H 0.90919 0.38888 -6.21571 -0.013 0.023 -0.025 0.089
H 1.31978 -0.48344 -3.50662 -0.157 -0.247 -0.059 0.118
H 1.64900 -2.31971 -3.71741 0.041 -0.032 -0.037 0.106
H 1.88769 -4.71879 -3.88618 0.016 0.015 -0.021 0.110
H 0.78759 -6.22629 -2.25584 0.003 -0.049 -0.002 0.107
H -0.54289 -5.23617 -0.40781 -0.018 -0.017 0.022 0.096
Cl 2.51583 3.09101 0.91903 -0.069 0.023 0.041 0.752
C 3.04143 1.66802 0.06684 0.050 -0.009 -0.116 -0.660
C 2.25164 0.50999 0.03161 -0.238 -0.043 0.115 -0.202
C 3.02227 -0.63352 -0.19507 0.114 0.135 -0.112 -0.675
Cl 2.39298 -2.17487 0.32446 -0.064 -0.092 -0.012 0.730
C 4.32765 -0.63930 -0.68464 -0.020 -0.076 -0.010 -0.716
Cl 5.14687 -2.11652 -1.04253 -0.015 0.031 0.006 0.668
C 4.97230 0.57495 -0.88270 0.086 -0.050 -0.041 -0.718
Cl 6.55123 0.62816 -1.57180 -0.086 -0.005 0.032 0.675
C 4.34581 1.73145 -0.43843 -0.010 0.076 0.006 -0.714
Cl 5.20394 3.22700 -0.51121 -0.008 -0.025 -0.003 0.668



61
Properties=species:S:1:pos:R:3:forces:R:3:lowdin_charge:R:1 method="wB97M-V/def2-TZVPD" s_squared=6.10 e_homo_ha="-0.1248 / -0.1614" spin_multiplicity=5 charge=-1 gap_ev="6.1 / 6.8"
Cr -0.29780 -0.30269 0.04665 -0.011 0.006 0.168 0.487
N -0.55884 -0.68870 -4.37277 0.012 0.067 0.020 0.031
C -0.25771 -0.52640 -3.02469 0.169 -0.037 0.053 -0.861
S -1.58327 -0.78500 -1.92275 0.119 0.101 -0.065 0.639
N 0.96479 -0.19632 -2.76514 -0.299 -0.047 -0.029 0.050
N 1.26622 0.06245 -1.38144 0.077 0.025 -0.173 -0.221
C 0.56658 1.26474 -0.85593 0.129 0.059 0.051 -0.254
C 1.25425 2.02620 0.21967 -0.087 -0.245 0.168 -0.226
C 1.60118 3.36692 0.15563 0.006 0.009 0.032 -0.074
C 2.21135 3.99851 1.23559 0.019 -0.075 0.085 -0.125
C 2.48336 3.25903 2.38495 -0.015 0.068 -0.075 -0.118
C 2.12757 1.92140 2.48188 -0.028 -0.013 -0.044 -0.018
C 1.47335 1.29074 1.41540 -0.018 -0.025 -0.199 -0.362
O 1.03534 0.04581 1.46947 -0.074 0.096 -0.124 -0.177
H -1.32264 -1.32039 -4.54745 0.015 -0.012 0.013 0.055
H 0.25621 -0.83568 -4.94969 -0.004 -0.009 0.022 0.077
H 0.14941 1.85357 -1.66996 -0.044 0.012 -0.006 0.114
H 1.40051 3.92288 -0.75649 -0.004 -0.009 0.004 0.107
H 2.47892 5.04651 1.18063 -0.002 -0.007 0.000 0.081
H 2.96791 3.74077 3.22747 -0.002 -0.005 -0.006 0.088
H 2.30938 1.35600 3.38782 -0.003 -0.007 -0.007 0.106
Br 1.29210 -2.88994 -0.48219 0.100 -0.038 -0.078 0.976
C 3.10200 -2.33935 -0.58606 -0.071 0.020 0.100 -0.527
C 3.98762 -3.33023 -0.26363 0.008 0.011 0.004 -0.152
C 5.37368 -3.09787 -0.26127 0.000 0.011 -0.012 -0.090
C 5.83449 -1.86282 -0.59127 0.013 0.000 0.019 -0.053
C 4.94310 -0.81847 -0.93933 0.034 -0.001 -0.016 -0.157
C 5.49539 0.43157 -1.30086 -0.001 0.045 -0.009 -0.048
C 4.69103 1.45706 -1.68901 -0.015 -0.021 0.016 -0.056
C 3.30211 1.26783 -1.69978 0.055 0.019 -0.043 -0.008
C 2.71565 0.09521 -1.31195 -0.051 -0.116 0.049 -0.159
C 3.52720 -1.02310 -0.94095 0.020 0.043 0.025 -0.083
H 3.60240 -4.30503 0.00256 0.003 0.009 -0.002 0.087
H 6.05437 -3.89726 0.00280 -0.013 0.003 0.000 0.099
H 6.89704 -1.64895 -0.59881 -0.012 0.000 -0.003 0.106
H 6.57249 0.54680 -1.26955 -0.002 -0.013 -0.001 0.105
H 5.10482 2.41437 -1.97934 0.006 -0.010 -0.005 0.103
H 2.66036 2.07318 -2.02451 -0.018 -0.018 0.010 0.117
C -1.85767 -6.01383 1.06617 0.002 0.011 0.009 -0.123
C -1.64136 -5.25832 -0.07944 -0.005 0.033 -0.001 -0.109
C -1.55196 -3.87737 -0.00823 -0.083 -0.071 -0.020 -0.147
C -1.67315 -3.21909 1.22198 0.089 0.042 0.018 -0.301
C -1.91048 -3.98332 2.37355 0.026 -0.008 -0.016 -0.036
C -1.99436 -5.36197 2.28800 -0.003 -0.002 0.001 -0.110
N -1.56033 -1.83028 1.23803 0.018 0.281 0.035 -0.045
N -2.13448 -1.27371 2.29514 0.073 -0.153 -0.161 0.045
C -2.20163 0.07234 2.22864 0.000 0.011 -0.015 -0.334
C -2.88592 0.75781 3.26120 0.017 0.015 -0.034 -0.024
C -3.06543 2.10948 3.17157 0.004 0.000 -0.032 -0.093
C -2.57116 2.79873 2.05275 0.012 -0.009 0.012 -0.081
C -1.88641 2.07939 1.10123 -0.005 -0.006 0.062 -0.117
N -1.68036 0.75748 1.17529 -0.232 0.030 0.177 0.025
H -1.92386 -7.09327 1.00823 0.000 0.002 0.007 0.086
H -1.54781 -5.74706 -1.04257 0.001 0.007 0.009 0.097
H -1.42780 -3.28304 -0.90706 -0.015 -0.028 0.064 0.023
H -2.01338 -3.47175 3.31905 -0.001 -0.008 0.010 0.093
H -2.16536 -5.93953 3.18950 0.001 -0.001 -0.001 0.091
H -3.26579 0.17333 4.08725 0.014 -0.001 -0.002 0.102
H -3.59475 2.64337 3.95203 0.006 -0.008 0.004 0.096
H -2.69724 3.86574 1.93738 0.000 -0.014 -0.006 0.091
H -1.47327 2.57595 0.23581 0.069 -0.017 -0.061 0.110



60
Properties=species:S:1:pos:R:3:forces:R:3:lowdin_charge:R:1 method="wB97M-V/def2-TZVPD" e_homo_ha=-0.6766 spin_multiplicity=1 charge=+4 gap_ev=3.8
Pd 0.70626 2.74811 -0.12066 0.459 0.556 -0.455 1.095
C 4.31770 0.40640 -0.48755 -0.002 0.010 -0.007 0.000
C 4.94035 0.69648 0.71375 -0.006 0.009 0.007 0.024
C 4.30344 1.52985 1.62848 0.012 0.004 -0.018 0.049
C 3.06617 2.04843 1.31269 0.028 0.038 -0.015 -0.177
N 2.44546 1.72501 0.14556 -0.091 -0.090 0.253 -0.046
C 3.05976 0.93261 -0.73210 0.009 -0.026 -0.001 -0.080
C 2.36259 3.06777 2.11931 -0.007 0.021 -0.004 -0.153
C 2.75494 3.61239 3.32844 -0.012 -0.019 -0.001 0.062
C 1.99557 4.64063 3.87605 -0.003 0.001 0.001 0.046
C 0.87693 5.13317 3.21385 -0.019 -0.021 0.008 0.063
C 0.51473 4.56412 2.00599 0.015 -0.017 -0.006 -0.151
N 1.25658 3.54979 1.52687 -0.043 0.038 0.065 0.001
C -0.56234 4.99430 1.08916 0.049 0.047 -0.024 -0.178
C -1.37841 6.08416 1.30267 0.014 0.009 -0.016 0.052
C -2.24880 6.48703 0.29291 0.004 -0.004 0.003 0.031
C -2.26436 5.79540 -0.90590 0.009 -0.007 0.000 0.011
C -1.44066 4.69015 -1.04845 -0.052 -0.019 0.014 -0.092
N -0.62619 4.28624 -0.07206 -0.129 -0.115 0.224 -0.050
H 4.79961 -0.20173 -1.23965 -0.006 -0.012 0.004 0.132
H 5.92392 0.30294 0.93409 -0.001 -0.001 0.000 0.142
H 4.78972 1.79324 2.55704 0.004 0.004 -0.001 0.136
H 2.53709 0.73509 -1.66002 0.000 -0.008 0.004 0.126
H 3.64032 3.25694 3.83569 0.000 -0.003 0.002 0.138
H 2.29148 5.07760 4.82103 0.000 0.000 0.000 0.147
H 0.31021 5.95269 3.63213 0.000 0.003 0.000 0.139
H -1.32768 6.63672 2.23022 0.005 0.006 0.000 0.136
H -2.88883 7.34718 0.44014 0.005 0.003 -0.002 0.144
H -2.89744 6.10186 -1.72674 -0.004 -0.003 0.002 0.137
H -1.42447 4.11713 -1.96797 -0.006 -0.003 0.003 0.130
C -3.26183 1.36456 -0.48608 0.095 0.009 0.008 0.006
O -2.28840 0.30830 -0.64571 0.052 0.143 0.078 -0.033
C -2.76917 -0.91280 -0.81114 -0.942 0.014 -0.094 -0.184
C -4.09984 -1.24521 -0.91319 0.994 1.126 0.179 0.003
C -4.48288 -2.58057 -1.09228 0.567 -2.114 -0.225 -0.625
Br -6.25829 -2.99927 -1.23511 0.058 0.082 0.014 1.078
C -3.52023 -3.61462 -1.16629 -1.452 0.488 -0.021 -0.043
C -2.18158 -3.33201 -1.06233 1.130 -1.922 -0.158 -0.017
C -1.76411 -1.96075 -0.87849 1.132 0.878 0.200 -0.056
O -0.53102 -1.59580 -0.75950 -0.910 -0.282 -0.043 0.213
C -1.16756 -4.36696 -1.13225 -1.492 1.573 0.093 -0.190
N 0.14266 -4.08885 -0.99753 0.979 -0.392 0.014 0.193
C 0.79732 -5.25589 -1.10805 -0.221 0.836 0.102 -0.123
C 2.19138 -5.53742 -1.04201 0.059 -0.009 0.005 0.045
C 2.55922 -6.83296 -1.19706 -0.053 0.002 -0.003 0.014
C 1.58383 -7.87120 -1.41618 -0.675 0.173 -0.026 0.086
C 0.20768 -7.62570 -1.48345 0.769 -0.655 -0.033 0.057
C -0.15770 -6.31676 -1.32587 -0.822 0.645 0.020 -0.102
N -1.38399 -5.68393 -1.32965 0.434 -0.898 -0.078 0.228
H -3.89489 1.16514 0.37813 -0.013 -0.018 0.006 0.121
H -3.85942 1.46939 -1.39131 0.000 -0.004 -0.015 0.120
H -2.68558 2.26666 -0.31287 -0.003 -0.011 0.006 0.071
H -4.87273 -0.49319 -0.86223 0.023 0.048 0.010 0.124
H -3.87438 -4.62753 -1.30294 0.007 0.064 0.009 0.122
H 0.06241 -2.42176 -0.79334 0.048 -0.173 -0.082 0.126
H 2.90802 -4.74672 -0.87525 0.004 0.004 -0.002 0.133
H 3.60160 -7.11852 -1.15918 0.003 0.010 0.002 0.139
H 1.94000 -8.88769 -1.53333 -0.019 -0.004 -0.002 0.146
H -0.50091 -8.42582 -1.64875 0.018 0.000 0.001 0.145
H -2.27322 -6.14381 -1.46169 -0.001 -0.015 -0.007 0.191



60
Properties=species:S:1:pos:R:3:forces:R:3:lowdin_charge:R:1 method="wB97M-V/def2-TZVPD" e_homo_ha=-0.5283 spin_multiplicity=1 charge=+2 gap_ev=7.9
Cd -0.04651 0.59814 -0.46648 -0.307 -0.376 0.526 1.401
C 3.26583 -1.03633 -0.63151 1.206 -1.927 -0.560 -0.047
C 3.35372 0.44799 -0.90518 -1.492 -0.961 -0.593 -0.321
C 4.45875 0.90454 -1.60283 1.068 -1.392 1.569 -0.025
C 4.58851 2.23365 -1.83447 0.677 1.874 -0.877 -0.020
C 3.60608 3.11283 -1.35863 -0.917 -0.833 0.974 0.023
C 2.46266 2.59089 -0.69559 0.656 -1.488 -1.656 -0.175
N 2.27687 1.21963 -0.62416 1.191 1.214 0.484 0.049
C 1.27876 3.42883 -0.36756 0.879 1.425 -0.002 -0.245
C 1.39302 4.82097 -0.27811 -0.840 1.434 -0.624 0.030
C 0.24091 5.65649 -0.27758 0.827 -1.555 2.806 0.028
C -0.96924 5.03078 0.01842 0.007 -1.137 -1.430 0.022
C -1.03723 3.64076 -0.15189 2.355 -0.716 -0.648 -0.185
N 0.09701 2.86695 -0.31151 -1.863 0.520 -0.196 0.044
C -2.26852 2.91658 -0.40004 -2.941 -1.087 0.124 -0.219
C -3.44062 3.62030 -0.80018 1.475 -0.840 0.606 0.010
C -4.62808 2.94317 -0.77082 -0.027 0.024 -0.289 -0.018
C -4.70474 1.61274 -0.37369 -1.896 -0.094 -1.479 -0.016
C -3.56064 0.90008 -0.23812 2.581 0.360 1.045 -0.302
C -3.60339 -0.56109 0.15219 -1.617 -0.101 1.139 -0.035
N -2.33980 1.56895 -0.22943 -0.144 -0.104 0.071 0.066
H 4.29402 -1.53509 -0.46607 -1.317 1.243 -0.049 0.116
H 2.93101 -1.67760 -1.52396 -0.091 1.229 1.144 0.109
H 2.68792 -1.27211 0.26687 -0.178 0.081 -0.302 0.053
H 5.27464 0.15147 -1.64205 -0.508 0.898 -0.786 0.144
H 5.45518 2.65418 -2.40602 -0.846 -0.487 0.720 0.149
H 3.73252 4.17324 -1.47057 -0.030 0.184 -0.114 0.110
H 2.34704 5.33051 -0.24556 0.103 -0.288 -0.192 0.120
H 0.31232 6.71132 -0.04250 0.259 0.113 -0.703 0.129
H -1.88895 5.55134 0.20233 -0.110 0.368 0.056 0.120
H -3.36542 4.62458 -1.16973 -0.104 0.305 0.073 0.117
H -5.47738 3.46000 -1.15233 -0.776 0.170 0.083 0.121
H -5.67531 1.06517 -0.46580 0.912 0.669 0.487 0.147
H -3.33584 -1.27792 -0.62243 -0.066 0.157 -0.192 0.069
H -4.69074 -0.75852 0.50921 1.855 0.055 -0.805 0.121
H -2.98158 -0.77238 1.04143 -0.073 0.292 -0.440 0.071
O -0.39374 -6.81847 -0.05065 1.213 1.545 3.979 0.052
N -0.01621 -6.21385 1.04141 -1.202 -1.469 -4.845 -0.283
O 0.57646 -6.67844 1.95718 0.047 -1.356 0.208 0.137
C -0.22478 -4.76827 1.06712 0.922 -0.338 2.358 -0.082
C 0.16810 -4.25305 2.26361 -0.839 0.848 -0.149 0.096
C 0.12072 -2.82690 2.44983 0.142 -0.492 -1.318 -0.120
C 0.60341 -2.34716 3.65275 -0.287 3.535 0.103 0.074
C 0.74562 -0.90935 3.78133 0.549 -2.661 -0.260 0.026
C 0.62725 -0.14251 2.63991 -1.252 -0.451 -1.422 -0.128
N 0.11616 -0.59336 1.49031 -0.132 -1.786 -0.488 0.002
C -0.17288 -1.95053 1.34930 1.745 1.422 2.980 -0.161
C -0.38696 -2.53419 0.10451 -0.787 -0.999 -3.198 -0.169
N -0.37673 -1.73891 -1.03637 0.623 -1.015 -0.198 0.021
C -0.39315 -2.35068 -2.25280 0.812 2.234 1.096 -0.113
C -0.77950 -3.66040 -2.44566 0.259 -0.769 0.341 -0.014
C -0.86974 -4.46033 -1.32354 -1.112 0.039 -0.175 0.051
C -0.50112 -3.96590 -0.03668 -0.693 1.487 -1.549 -0.047
H 0.50966 -4.92179 3.07034 -0.296 0.608 -0.524 0.152
H 0.83093 -3.13162 4.34609 0.245 0.399 0.939 0.128
H 1.11295 -0.35735 4.61445 0.241 -0.345 0.907 0.110
H 0.93652 0.88658 2.55837 -0.014 0.269 0.584 0.113
H 0.02431 -1.71044 -3.04852 -0.926 -0.371 0.118 0.126
H -0.93163 -4.06771 -3.45059 -0.021 0.229 0.471 0.136
H -1.36844 -5.43033 -1.40737 0.853 0.206 0.075 0.132



| no. | largest force on an atom (eV Å⁻¹) | E_tot (eV) |
| --- | --- | --- |
| 1 | 1.22 | -140953.5833 |
| 2 | 0.31 | -150719.9280 |
| 3 | 2.24 | -115458.0726 |
| 4 | 5.20 | -48013.7201 |